1.
{
  "formula": "CHFO2",
  "method": "the ωB97M-V functional and the def2-TZVPD basis",
  "total_energy_ha": -288.8556,
  "symbols": ["C", "O", "O", "F", "H"],
  "xyz": [[-2.843, 0.109, 0.568], [-2.408, -1.117, 0.550], [-3.645, -0.656, -0.094], [0.671, 0.338, -0.837], [0.175, -0.229, -1.419]]
}

---

2.
{
  "formula": "C5H11BOS2",
  "method": "the ωB97M-V functional and the def2-TZVPD basis",
  "total_energy_ha": -1093.5284,
  "symbols": ["B", "C", "C", "C", "C", "C", "O", "S", "S", "H", "H", "H", "H", "H", "H", "H", "H", "H", "H", "H"],
  "xyz": [[0.059, 0.518, 0.696], [0.058, 2.853, 2.322], [-1.100, 2.140, 3.125], [-0.777, -2.414, -1.221], [1.063, -0.803, -2.226], [0.479, -1.523, -0.931], [0.218, -0.597, 0.143], [0.107, 2.310, 0.619], [-1.019, 0.331, 3.256], [-0.084, 3.972, 2.249], [0.911, 2.351, 2.836], [-1.197, 2.419, 4.123], [-2.102, 2.494, 2.677], [-1.173, -2.111, -2.177], [-0.474, -3.462, -1.308], [-1.429, -2.268, -0.251], [0.207, -0.150, -2.707], [1.358, -1.638, -2.776], [2.011, -0.250, -2.205], [1.061, -2.249, -0.431]]
}

---

HOMO-LUMO gap readings, ordered: 11.980; 7.741 eV
LUMO level readings, ordered: 0.02; 0.39 eV